# 1
98
Properties=species:S:1:pos:R:3:forces:R:3 method="wB97M-V/def2-TZVPD" homo_ev=-11.15 mol_weight_g_mol=1832.980 lumo_ev=-3.1 gap_ev=8.007 largest_force_ev_per_a=0.77 charge=+1
C 0.70357 -1.22992 2.36645 -0.01 -0.14 -0.01
C 0.63483 -0.65656 0.93831 -0.41 0.06 -0.06
C 0.84797 -1.63084 -0.22076 -0.28 0.16 -0.11
O 2.13399 -1.39051 -0.81612 0.05 -0.20 0.19
C 2.18111 -1.77130 -2.17065 0.07 0.12 -0.04
C 3.63854 -1.96015 -2.54057 0.19 -0.36 -0.66
C 4.43808 -2.90009 -1.68623 0.28 0.39 0.03
N 5.68965 -2.62153 -1.76214 -0.47 0.24 0.00
C 5.96794 -1.42688 -2.61074 0.05 0.24 0.04
C 4.58962 -0.74373 -2.62874 0.11 -0.30 0.04
H -0.24908 -1.10832 2.89984 0.26 -0.06 -0.18
H 0.93542 -2.30782 2.35946 -0.03 0.31 0.04
H 1.46593 -0.70835 2.95202 -0.23 -0.16 0.04
H -0.35730 -0.21534 0.76866 0.33 0.00 0.19
H 1.36599 0.15305 0.80812 -0.16 -0.16 0.08
H 0.77445 -2.68768 0.09587 0.09 0.27 -0.06
H 0.07463 -1.45875 -0.98763 0.22 -0.06 0.20
H 1.74985 -0.98289 -2.81070 0.01 -0.22 0.13
H 1.61217 -2.70014 -2.35261 0.22 0.16 0.11
H 3.66910 -2.44721 -3.54119 -0.12 0.13 0.23
H 4.07351 -3.71256 -1.05462 0.13 0.13 -0.27
H 6.43709 -3.14400 -1.29467 -0.07 -0.04 -0.01
H 6.31062 -1.76229 -3.60221 -0.14 0.03 0.31
H 6.74288 -0.80232 -2.15008 -0.15 -0.35 -0.10
H 4.40012 -0.13453 -3.51918 0.26 -0.28 0.36
H 4.50580 -0.11233 -1.73320 -0.15 -0.10 -0.26
Br 2.60044 1.79430 -3.69780 -0.21 0.26 -0.09
C 1.91663 3.04857 -2.37498 -0.02 0.03 0.01
C 1.28945 2.32940 -1.21054 -0.03 -0.09 0.05
Br -0.43501 1.56194 -1.66828 0.06 -0.02 -0.13
H 1.21181 3.69164 -2.89287 0.02 0.00 0.00
H 2.77359 3.63080 -2.04447 0.01 -0.02 -0.01
H 1.10851 3.01277 -0.38347 0.01 0.05 -0.05
H 1.91282 1.50426 -0.87470 -0.01 0.01 0.04
Br -3.99861 -0.18605 -3.55082 0.04 -0.02 0.02
C -4.89172 -0.00777 -1.83336 0.05 0.04 -0.07
C -3.91803 0.23231 -0.71414 -0.03 -0.02 0.06
Br -2.95519 -1.39205 -0.24260 0.06 -0.01 0.01
H -5.47577 -0.90942 -1.68512 -0.02 0.03 0.01
H -5.56267 0.84127 -1.93878 0.01 0.01 0.01
H -4.44360 0.53033 0.19062 -0.03 -0.04 -0.02
H -3.17119 0.97754 -0.96963 -0.02 0.01 0.03
Br -8.39007 0.02426 -2.55995 -0.06 -0.20 0.02
C -9.26106 0.20985 -0.82809 0.02 -0.08 -0.01
C -8.27594 0.47508 0.27769 0.00 -0.04 0.03
Br -7.26056 -1.11516 0.76897 0.03 0.05 -0.05
H -9.82648 -0.70289 -0.66802 0.01 0.01 0.01
H -9.93944 1.05417 -0.92876 0.03 -0.06 0.06
H -8.80150 0.78158 1.17870 0.00 -0.05 -0.04
H -7.55158 1.23536 -0.00112 -0.03 0.03 0.01
Br 2.34840 1.99796 3.70074 -0.02 0.08 -0.09
C 3.05301 2.07579 5.51115 -0.01 -0.13 -0.03
C 4.17919 1.09150 5.69448 0.02 0.01 0.00
Br 3.54530 -0.74608 5.70490 -0.09 0.04 0.14
H 2.21282 1.87273 6.16795 0.04 0.02 0.03
H 3.40669 3.09250 5.66436 0.01 0.00 -0.04
H 4.67351 1.25420 6.64951 -0.05 -0.04 0.03
H 4.90660 1.15579 4.89021 0.01 0.00 0.02
Br -11.86706 0.35077 1.66339 0.01 0.00 0.08
C -12.34705 2.12478 2.29808 -0.01 -0.05 -0.06
C -11.89814 3.19119 1.33253 0.04 0.00 0.00
Br -9.97522 3.46949 1.43425 -0.02 0.06 -0.01
H -11.89032 2.24418 3.27554 -0.04 0.00 0.01
H -13.43034 2.12214 2.39324 0.01 0.03 -0.03
H -12.35150 4.14963 1.57376 0.00 -0.02 0.04
H -12.12061 2.92411 0.30308 -0.01 0.04 0.00
Br 9.32238 -8.06961 -1.78603 0.00 0.02 0.03
C 7.78928 -7.39850 -0.81213 0.10 0.00 -0.02
C 7.22792 -6.15196 -1.44913 -0.02 -0.10 0.05
Br 8.38731 -4.60966 -1.14560 -0.05 0.00 -0.01
H 8.11404 -7.21963 0.20892 -0.05 -0.01 0.00
H 7.04166 -8.18822 -0.82419 -0.01 0.01 -0.02
H 6.26277 -5.91067 -1.00384 0.04 0.03 0.01
H 7.13233 -6.25639 -2.52557 -0.02 0.01 0.00
Br 5.44986 -4.16111 1.45870 0.06 -0.08 0.06
C 4.20814 -3.18552 2.61065 -0.04 0.09 -0.05
C 4.16104 -1.72185 2.25258 0.04 0.01 0.11
Br 5.78077 -0.82047 2.84035 0.07 0.01 -0.30
H 4.56086 -3.34771 3.62428 -0.02 0.00 0.01
H 3.23735 -3.65645 2.47846 -0.01 0.02 -0.05
H 3.33341 -1.23595 2.76610 0.17 -0.05 0.02
H 4.06524 -1.55815 1.18226 -0.04 0.01 0.00
Br 9.35455 0.33746 1.33814 0.01 0.01 0.01
C 8.49294 2.07213 1.20489 0.02 -0.04 0.01
C 7.22046 1.99593 0.40319 0.01 -0.03 -0.02
Br 7.59070 1.76257 -1.49514 -0.07 0.03 -0.01
H 9.21854 2.74779 0.76237 -0.02 0.02 0.02
H 8.27352 2.38580 2.22318 -0.01 -0.02 0.00
H 6.65090 2.91852 0.48671 0.04 0.02 -0.01
H 6.60773 1.15317 0.70942 -0.03 0.03 0.01
Br -9.43262 3.21835 -2.47176 0.04 0.27 -0.08
C -9.78906 5.08615 -2.07170 -0.02 -0.04 0.02
C -9.19741 6.00658 -3.10738 0.02 0.01 0.00
Br -7.26532 6.12852 -2.94967 0.00 -0.02 -0.01
H -9.38310 5.27055 -1.08151 -0.04 0.02 0.00
H -10.87186 5.19116 -2.04882 0.00 0.02 -0.03
H -9.57578 7.01713 -2.97147 0.01 0.00 0.01
H -9.40514 5.67024 -4.11861 -0.02 0.02 0.01

# 2
88
Properties=species:S:1:pos:R:3:forces:R:3 method="wB97M-V/def2-TZVPD" homo_ev=-9.54 smiles=C1CCOC1.C1CCOC1.C1CCOC1.C1CCOC1.C1CCOC1.C1CCOC1.ClCCl.ClCCl mol_weight_g_mol=602.508 lumo_ev=0.6 relative_energy_kj_mol=36.1 gap_ev=10.097 largest_force_ev_per_a=3.01 charge=0
C 0.17034 -0.55617 -5.28297 -0.71 -0.81 -1.51
C 0.89616 0.52018 -4.58552 1.42 0.61 0.21
C -0.10448 1.05988 -3.56442 0.57 -1.19 -0.76
O -0.85419 -0.15495 -3.25425 -0.25 1.50 1.38
C -0.88647 -1.06141 -4.32352 0.19 -0.23 -0.34
H 0.83206 -1.32120 -5.68912 -0.09 -0.09 0.06
H -0.30844 -0.05847 -6.12629 -0.25 -0.37 -0.26
H 1.26234 1.15920 -5.38904 -0.04 0.75 0.48
H 1.79405 0.13209 -4.10460 -0.03 0.00 0.39
H -0.70439 1.86890 -3.98117 -0.47 -0.17 0.01
H 0.42094 1.43742 -2.68720 -0.39 -0.26 0.29
H -1.86907 -1.10932 -4.79288 -0.20 0.25 -0.01
H -0.69816 -2.06956 -3.95434 0.25 -0.01 0.25
C -0.83449 -5.04935 2.48832 -0.55 0.07 2.96
C 0.03716 -4.69190 1.37836 0.78 0.21 -2.31
C 0.83621 -5.96728 1.12058 -0.09 0.21 0.21
O -0.08342 -6.99611 1.49626 1.22 -0.85 -1.45
C -0.77920 -6.57566 2.60726 -1.41 0.40 0.56
H -1.86859 -4.70935 2.43211 0.13 0.15 -0.20
H -0.39268 -4.60326 3.37933 -0.32 0.02 0.37
H 0.65917 -3.81463 1.55612 -0.09 -0.09 -0.08
H -0.57499 -4.52966 0.49120 0.16 0.31 -0.20
H 1.75536 -5.99378 1.70586 0.05 -0.16 0.49
H 1.16963 -6.07207 0.08813 -0.42 -0.29 -0.08
H -0.39044 -6.98307 3.54052 0.59 0.30 0.17
H -1.80500 -6.94378 2.58907 -0.04 -0.38 -0.39
C 3.48980 -2.50601 -3.34273 0.75 0.11 -1.75
C 4.46496 -1.42482 -3.87682 -1.23 1.08 1.07
C 4.66418 -0.60464 -2.54716 0.05 -0.84 -2.20
O 4.77801 -1.61925 -1.58498 0.67 -0.10 1.18
C 3.96579 -2.74756 -1.91099 -0.58 0.25 -1.19
H 3.59769 -3.34796 -4.02654 -0.22 -0.44 0.40
H 2.44853 -2.18869 -3.39913 0.04 0.22 0.13
H 4.09745 -0.77582 -4.67171 -0.51 -0.10 -0.01
H 5.37892 -1.84044 -4.30113 0.23 -0.10 0.63
H 3.84679 0.07008 -2.29273 -0.51 -0.07 -0.28
H 5.51596 0.04611 -2.74489 0.63 -0.35 1.05
H 3.05250 -2.82652 -1.32128 0.30 0.13 0.66
H 4.52168 -3.68322 -1.85088 0.29 0.23 0.32
C -0.82809 1.69757 4.92381 0.60 -0.39 -1.84
C -1.81096 2.39581 5.78327 -0.78 0.61 1.05
C -3.12760 1.89727 5.22315 0.88 -0.43 0.08
O -2.82255 0.50476 5.06812 -0.62 -0.80 -0.82
C -1.44314 0.29065 4.72108 0.26 1.52 1.77
H 0.18406 1.72828 5.32720 0.00 -0.27 -0.11
H -0.82403 2.12861 3.92267 0.26 0.56 -0.03
H -1.69938 3.48001 5.79598 -0.01 0.00 0.01
H -1.71416 2.00050 6.79443 0.00 0.23 0.26
H -3.30742 2.42122 4.28440 -0.27 -0.25 -0.39
H -4.01726 1.96304 5.84946 0.20 0.05 0.09
H -1.29069 -0.14093 3.73183 -0.19 0.05 0.11
H -0.96728 -0.27685 5.52083 -0.35 -0.91 -0.24
C -2.29836 3.87780 0.04774 -0.50 -1.21 1.74
C -1.71725 5.04380 -0.69352 0.70 -0.48 -0.72
C -2.14643 4.70949 -2.10950 -1.66 0.43 -0.73
O -3.39656 3.91396 -1.99881 1.21 0.33 0.32
C -3.10346 2.98457 -0.92892 0.33 1.36 -0.10
H -2.97274 4.25435 0.81685 -0.15 -0.17 0.08
H -1.52970 3.30759 0.56939 0.05 -0.06 -0.03
H -0.63483 5.06257 -0.56658 0.07 0.03 -0.21
H -2.08755 6.01997 -0.38034 -0.23 -0.18 -0.02
H -1.46052 4.16324 -2.75697 0.37 -0.19 0.39
H -2.37983 5.64684 -2.61449 -0.33 -0.23 -0.37
H -2.57190 2.12197 -1.33075 0.44 -0.02 0.00
H -3.99664 2.59128 -0.44347 -0.28 0.30 -0.35
C 3.30434 2.65845 -0.11153 0.64 0.54 0.55
C 2.79384 1.64138 0.89408 0.42 -0.83 -0.02
C 1.44330 2.16872 1.27001 0.57 0.40 -0.35
O 0.97631 2.71011 0.03647 -1.19 0.17 -0.28
C 2.05729 3.22176 -0.74558 -0.23 0.11 0.00
H 4.03427 2.25227 -0.81176 -0.04 0.07 0.07
H 3.73705 3.49203 0.44166 0.52 -0.11 -0.04
H 3.42745 1.55440 1.77673 0.18 -0.25 -0.19
H 2.68637 0.68748 0.37773 0.07 -0.25 0.27
H 1.58726 2.92412 2.04249 -0.26 0.52 0.01
H 0.75552 1.43594 1.69201 -0.18 -0.09 -0.45
H 2.08072 4.31138 -0.72953 -0.20 0.21 0.32
H 1.94679 2.99988 -1.80703 -0.34 -0.60 0.04
Cl -4.29260 0.60329 1.81000 0.32 0.08 -0.30
C -4.81267 -1.02422 2.32753 -0.12 0.95 -0.30
Cl -6.06729 -0.75645 3.54461 0.08 -0.63 0.14
H -5.25510 -1.48291 1.44324 0.14 -0.18 0.35
H -3.92169 -1.52786 2.70246 -0.49 -0.05 0.18
Cl -1.55999 -1.55237 1.35900 -0.43 -0.05 1.18
C -0.86961 -0.88833 -0.08604 -0.26 -0.26 -0.83
Cl 0.69287 -1.65077 -0.32931 0.66 0.12 -0.47
H -1.55100 -1.22587 -0.86700 0.41 0.52 -0.22
H -0.73084 0.19232 -0.05394 -0.20 -0.18 0.10

Q: Among the records above, which one has the highest charge?
A: C26H52Br18NO